[1]
An isolated molecule of C5H7NO, computed with the ωB97M-V functional and the def2-TZVPD basis.

Structure (XYZ):
```
14
Properties=species:S:1:pos:R:3:forces:R:3
O 2.314637 1.817050 0.176194 -0.12 0.02 0.78
C 1.168883 1.571822 0.484983 0.58 -0.06 -0.03
C 0.346554 0.899781 -0.554095 0.48 -0.03 -0.20
C 0.044310 -0.474767 -0.991153 0.31 -0.27 -0.30
C -0.179047 -1.494645 0.091847 0.06 -0.05 0.05
C -1.189690 -0.478525 0.663320 -0.06 0.08 0.22
N -1.051540 0.446471 -0.540937 -0.01 0.20 -0.10
H 0.716280 2.026607 1.386888 -0.03 -0.38 0.05
H 0.784985 1.442781 -1.397329 -1.39 0.08 -0.53
H 0.158907 -0.683189 -2.051941 0.09 -0.11 0.17
H 0.694052 -1.781306 0.683185 -0.15 0.06 -0.02
H -0.662570 -2.393555 -0.300368 0.04 0.15 0.15
H -0.935593 -0.028885 1.629260 0.00 0.07 -0.18
H -2.210171 -0.869643 0.720146 0.21 0.24 -0.08
```
Forces are in eV/Å.

Output
Relative energy (zero: lowest compared OMol25 entry of this formula, charge and spin) (kcal per mole): 76.1
E_HOMO (eV): -9.420
SMILES: O=C[C@H]1[C@H]2CCN21
Energy (a.u.): -324.6032
Gap between HOMO and LUMO (eV): 10.16
Charge: 0



[2]
An isolated molecule of C4H8O2, computed with the ωB97M-V functional and the def2-TZVPD basis.

Structure (XYZ):
```
14
Properties=species:S:1:pos:R:3:forces:R:3
C 1.604390 -0.762889 -0.776677 -0.22 -0.01 -0.01
C 0.759263 0.095575 0.186845 -0.17 -0.22 0.13
O 1.313029 1.395328 0.186789 0.03 0.15 0.20
C -0.772812 0.325879 -0.094364 -0.22 0.78 -0.05
O -1.039483 1.255693 -0.830227 0.24 -0.28 -0.30
C -1.972129 -0.212566 0.676003 0.19 -0.18 0.09
H 1.436309 -1.838088 -0.657688 -0.14 0.15 -0.01
H 2.660941 -0.567882 -0.542197 -0.37 -0.01 0.05
H 1.457965 -0.484020 -1.824954 -0.15 0.02 0.19
H 0.868038 -0.334062 1.192343 -0.15 0.06 -0.05
H 0.596694 1.986989 -0.088176 0.33 0.05 -0.19
H -2.713478 -0.640127 -0.010529 0.34 -0.06 0.09
H -2.456635 0.681548 1.098042 0.23 -0.30 -0.06
H -1.742098 -0.901372 1.484787 0.06 -0.15 -0.09
```
Forces are in eV/Å.

Output
Relative energy (zero: lowest compared OMol25 entry of this formula, charge and spin) (kcal per mole): 28.4
E_HOMO (eV): -10.097
SMILES: CC(=O)[C@@H](C)O
Energy (a.u.): -307.6671
Gap between HOMO and LUMO (eV): 10.79
Charge: 0



[3]
C39H51GeN12OSSeTi as an isolated structure, computed with the ωB97M-V functional and the def2-TZVPD basis.

Structure (XYZ):
```
107
Properties=species:S:1:pos:R:3:forces:R:3
Ti 0.310099 -0.688472 -0.618546 0.77 -0.30 -0.53
C 5.743247 0.582397 0.952743 0.01 -0.03 -0.05
N 4.583603 0.076417 0.216975 0.11 -0.10 -0.06
C 3.308299 0.035559 0.574941 -0.11 0.04 0.07
N 2.592142 -0.526697 -0.391777 -0.01 0.09 -0.08
C 3.525259 -0.798042 -1.351431 0.05 -0.11 -0.01
N 4.740267 -0.454140 -1.019427 -0.08 0.04 0.13
C 5.624803 0.363895 2.440936 -0.03 0.02 0.01
C 6.074572 1.338509 3.321392 0.02 0.00 0.04
C 5.980394 1.145131 4.695053 0.00 0.00 -0.02
C 5.400696 -0.004127 5.201719 0.01 0.00 -0.01
C 4.946315 -0.982544 4.320621 -0.06 -0.06 0.12
C 5.084058 -0.809528 2.950576 0.05 -0.03 -0.07
C 4.233527 -2.153927 4.836139 0.09 0.17 -0.16
N 3.941007 -2.456215 6.048660 -0.17 -0.30 0.04
N 3.130327 -3.596652 5.982545 0.21 0.28 0.08
C 3.008229 -3.874691 4.736957 -0.09 -0.14 -0.17
O 3.687358 -3.012804 3.935347 -0.02 0.00 0.09
C 2.158725 -4.876522 4.088389 0.00 0.07 0.10
C 1.114313 -5.459790 4.804613 0.01 -0.02 0.00
C 0.228441 -6.300381 4.155935 -0.01 -0.01 -0.02
C 0.352990 -6.531680 2.789671 0.03 -0.04 0.04
C 1.398461 -5.962695 2.075854 -0.06 0.06 0.00
C 1.498931 -6.137226 0.585295 0.11 0.05 -0.02
N 1.305832 -4.854103 -0.112446 -0.07 -0.18 -0.10
C 1.029747 -3.652646 0.375168 0.16 0.17 0.06
N 0.959533 -2.771436 -0.616356 -0.25 -0.67 -0.02
C 1.175131 -3.540065 -1.724333 0.09 0.11 -0.01
N 1.396109 -4.800167 -1.459567 0.01 0.01 0.13
C 2.319347 -5.158942 2.740004 0.02 -0.01 -0.05
H 5.863791 1.641974 0.728076 0.00 0.01 0.00
H 6.598696 0.051518 0.536219 0.00 0.01 0.00
H 2.928465 0.406837 1.513130 -0.02 0.04 -0.01
H 3.296122 -1.261920 -2.296201 0.00 0.01 0.00
H 6.510319 2.252502 2.935948 -0.04 0.01 0.00
H 6.341131 1.908833 5.370388 0.00 0.00 0.00
H 5.280844 -0.149191 6.266654 0.00 -0.01 0.00
H 4.758268 -1.596010 2.281438 -0.05 0.03 0.00
H 1.001878 -5.231760 5.855976 0.01 0.00 0.00
H -0.583383 -6.755521 4.706619 0.01 -0.01 0.00
H -0.361718 -7.168793 2.283051 -0.02 0.03 -0.01
H 0.745078 -6.827792 0.213322 0.00 0.00 0.00
H 2.479531 -6.504372 0.282733 -0.01 -0.02 0.00
H 0.914644 -3.442323 1.422665 -0.02 -0.01 0.00
H 1.162852 -3.150568 -2.729491 -0.01 0.00 0.00
H 3.150969 -4.724201 2.196951 -0.02 0.03 0.00
Se 1.297439 1.439274 -3.092451 -0.08 -0.27 0.33
N 0.290562 0.961802 -1.650883 -0.25 0.38 0.32
C 0.732597 1.705141 -0.586828 -0.26 0.25 -0.31
C 0.192389 1.614102 0.706517 -0.13 0.40 0.37
C 0.855255 2.265455 1.748832 -0.31 -0.44 0.03
C 1.986671 3.043555 1.486369 0.22 0.10 -0.36
C 2.498469 3.196148 0.211943 0.03 0.10 0.35
C 1.897035 2.511063 -0.865821 0.23 -0.13 -0.40
N 2.343413 2.519829 -2.124770 -0.14 -0.12 0.22
H -0.788611 1.177183 0.863945 -0.03 0.13 -0.08
H 0.452915 2.216657 2.751473 -0.03 0.04 -0.02
H 2.456915 3.570704 2.307364 0.00 0.02 0.00
H 3.351400 3.832661 0.018252 0.01 -0.02 0.00
C -3.014708 -3.362941 1.037870 0.04 -0.17 0.02
Ge -2.217713 -1.627222 0.684046 -0.24 0.06 -0.12
C -3.498399 -0.221238 1.067576 -0.07 0.07 0.05
C -0.731767 -1.416594 2.013043 0.12 0.12 -0.19
C -1.507727 -1.515722 -1.151062 0.07 0.21 0.03
H -3.278395 -3.449729 2.092730 -0.01 -0.01 -0.01
H -2.333117 -4.175095 0.778718 0.00 0.00 0.01
H -3.920637 -3.476210 0.443009 0.00 -0.01 0.00
H -3.835313 -0.298812 2.102383 -0.02 0.01 -0.01
H -4.360314 -0.325271 0.408686 -0.01 0.01 0.01
H -3.087638 0.774815 0.904471 0.02 0.00 0.02
H -0.992722 -0.613833 2.702076 0.02 -0.01 0.02
H 0.274386 -1.163433 1.645383 0.22 0.04 0.09
H -0.618677 -2.341724 2.579771 -0.02 0.00 0.00
H -2.158631 -0.853441 -1.726751 0.05 0.06 0.01
H -1.505106 -2.515403 -1.587033 -0.04 -0.01 0.04
C -4.334731 7.020791 -1.986828 -0.01 0.00 -0.01
C -3.531228 5.726666 -1.976750 0.00 0.04 -0.01
C -2.147552 5.907139 -2.589436 -0.01 -0.03 0.02
C -1.300056 4.640880 -2.581112 0.03 -0.08 -0.02
N -1.782275 3.633542 -3.519139 -0.10 0.08 0.02
C -2.535082 2.552648 -3.206424 0.12 -0.03 0.00
S -2.837990 2.070916 -1.626290 -0.14 0.01 0.01
N -3.007948 1.883314 -4.279033 0.10 -0.09 0.06
C -3.777702 0.647746 -4.253914 -0.03 0.08 -0.03
C -4.931616 0.686413 -5.251573 -0.02 0.01 0.03
C -6.172325 1.435011 -4.763722 0.02 0.02 0.01
C -5.977011 2.928053 -4.517879 0.02 0.00 0.00
H -5.309688 6.889533 -1.517276 0.00 -0.01 -0.01
H -4.502950 7.371964 -3.007192 0.01 0.00 0.00
H -3.810789 7.812319 -1.447031 0.00 0.00 0.00
H -4.075922 4.950241 -2.520633 0.00 -0.02 0.02
H -3.422347 5.359237 -0.953151 -0.01 -0.01 0.00
H -1.602353 6.684340 -2.045244 -0.01 0.00 0.00
H -2.247156 6.266791 -3.620667 0.03 0.03 0.01
H -1.301528 4.178676 -1.594641 0.02 0.03 0.01
H -0.265909 4.873172 -2.845618 0.01 -0.01 -0.01
H -1.783256 3.918533 -4.487521 0.03 -0.01 -0.01
H -2.719420 2.201183 -5.191577 -0.05 0.03 -0.01
H -4.149265 0.521988 -3.238004 0.01 0.00 0.00
H -3.114560 -0.195805 -4.470145 0.00 0.00 0.00
H -5.211293 -0.345115 -5.477735 0.00 0.00 -0.01
H -4.580979 1.119518 -6.196147 -0.01 -0.02 -0.01
H -6.521465 0.963874 -3.840046 -0.01 -0.02 -0.02
H -6.964749 1.293428 -5.502251 -0.02 0.00 0.02
H -5.253255 3.115283 -3.724089 -0.01 -0.01 0.01
H -6.916493 3.393487 -4.218668 -0.01 0.00 -0.02
H -5.630359 3.434876 -5.422269 0.02 0.00 0.01
```
Forces are in eV/Å.

Output
Relative energy (zero: lowest compared OMol25 entry of this formula, charge and spin) (kcal per mole): 29.5
E_HOMO (spin up / spin down) (eV): -8.777 / -8.808
Energy (a.u.): -7974.8281
Gap between HOMO and LUMO (spin up / spin down) (eV): 5.22 / 5.45
Charge: +1



[4]
C23H22BrN2O6S2Tl as an isolated structure, computed with the ωB97M-V functional and the def2-TZVPD basis.

Structure (XYZ):
```
57
Properties=species:S:1:pos:R:3:forces:R:3
Tl 5.913267 -5.276554 17.903529 -0.49 -0.10 0.46
O 2.231544 -10.708801 21.302405 0.69 -0.41 1.39
C 3.345614 -10.266656 22.127363 1.46 0.38 -3.38
C 3.909769 -9.036003 21.378166 -2.93 0.18 -0.85
C 4.897614 -8.191454 21.845259 0.32 0.43 -0.08
C 5.063838 -6.968908 21.181632 1.13 0.61 0.25
N 4.401035 -6.575906 20.103345 0.92 0.08 -0.11
C 3.517641 -7.428937 19.592362 -2.50 0.17 -1.64
C 3.164703 -8.638361 20.232208 1.71 -0.39 0.58
C 2.745188 -7.019928 18.374358 -0.61 -1.34 3.14
C 1.398388 -7.494993 18.298975 -0.64 -0.91 -1.26
C 0.769880 -7.508287 17.049616 0.86 0.40 0.67
C -0.361802 -8.321554 16.578377 -1.12 -1.60 -0.14
O -0.508288 -9.491042 17.445534 -0.36 0.65 0.12
C 1.400598 -6.791699 16.000221 1.06 1.50 -1.41
C 2.579150 -6.097433 16.281793 0.69 -0.57 0.48
N 3.267805 -6.186875 17.467517 0.16 1.04 -2.58
H 1.922037 -11.522855 21.696962 -0.21 -0.30 0.05
H 4.187255 -10.971166 22.123866 -0.35 -0.54 0.07
H 3.095399 -10.073893 23.126921 -0.70 0.53 1.38
H 5.556640 -8.480004 22.654324 -0.06 0.28 0.17
H 5.813707 -6.226368 21.514677 -0.58 -0.80 0.02
H 2.504534 -9.336070 19.719834 0.08 0.46 0.44
H 0.915305 -7.946994 19.189413 0.49 0.11 -0.86
H -0.155763 -8.710973 15.532435 -0.03 0.66 1.00
H -1.324346 -7.750721 16.512001 0.44 -0.47 0.21
H -0.694942 -10.290751 16.951475 -0.02 0.23 -0.30
H 0.936758 -6.669303 14.968966 0.60 -0.33 1.43
H 3.121499 -5.559629 15.479306 -0.53 -0.02 0.55
C 10.224043 -3.768239 21.939947 0.75 0.28 -0.23
O 9.633712 -5.076434 21.803926 1.53 1.16 0.35
C 8.299172 -5.118688 21.762253 -2.00 -0.63 0.34
S 7.606719 -6.017148 23.026563 0.52 0.35 -0.15
S 7.451767 -4.349069 20.489438 0.66 0.01 0.57
H 10.974417 -3.670312 21.136875 -0.23 0.02 0.30
H 10.772845 -3.647209 22.928614 -0.90 -0.43 -0.96
H 9.493409 -2.948503 21.795129 0.22 -0.63 0.18
C 4.722818 -1.840825 14.490749 -2.27 0.21 0.70
C 5.809523 -2.558248 15.230073 1.40 -0.77 -0.46
O 5.888445 -3.756343 15.419362 -0.52 1.67 -0.38
H 4.940570 -0.795016 14.173601 0.30 -1.05 0.08
H 3.900743 -1.700534 15.288089 1.01 -0.33 -1.09
H 4.271835 -2.474870 13.678300 0.56 0.67 0.79
Br 11.545681 2.461312 18.034271 0.49 0.43 0.29
C 10.128765 1.250820 17.721403 0.66 1.31 -1.69
C 9.435995 0.704371 18.753810 -0.54 -1.12 2.10
C 8.423896 -0.179270 18.486837 -0.74 0.00 -0.18
C 7.991623 -0.361954 17.111547 -2.65 -2.78 1.11
C 8.659612 0.246244 16.076769 2.06 2.17 -1.45
C 9.726895 1.111608 16.383074 -1.52 -1.67 -0.02
C 6.865932 -1.280998 16.855159 2.12 1.74 2.78
O 6.077796 -1.709478 17.715686 -0.02 -0.30 -1.05
O 6.861712 -1.712174 15.550627 -1.30 -0.98 -1.04
H 9.712028 0.887944 19.810141 0.02 -0.12 -0.78
H 7.945113 -0.759024 19.292343 0.13 0.45 -0.59
H 8.365598 0.153251 15.003898 0.15 -0.09 1.14
H 10.196968 1.617410 15.580236 0.63 0.48 -0.46
```
Forces are in eV/Å.

Output
E_HOMO (spin up / spin down) (eV): 0.500 / 0.717
Energy (a.u.): -4993.3843
Gap between HOMO and LUMO (spin up / spin down) (eV): 3.43 / 3.23
Charge: -2



[5]
An isolated molecule of C4H6N2O, computed with the ωB97M-V functional and the def2-TZVPD basis.

Structure (XYZ):
```
13
Properties=species:S:1:pos:R:3:forces:R:3
C 1.990598 0.573808 0.355241 -0.01 -0.01 0.02
C 0.613687 0.110514 0.015314 0.18 -0.13 0.03
C 0.207757 -1.098179 -0.460050 0.14 0.05 0.03
N -1.183068 -1.039464 -0.489298 -0.14 0.10 0.03
C -1.511803 0.188585 -0.034544 0.12 -0.10 -0.02
O -2.801629 0.547264 0.069001 0.03 0.17 0.03
N -0.481628 0.921458 0.273318 -0.19 -0.20 -0.02
H 2.146573 1.603861 0.030366 -0.01 -0.07 -0.03
H 2.752089 -0.062207 -0.097238 -0.05 0.02 -0.01
H 2.130302 0.546761 1.439545 0.02 0.04 -0.06
H 0.752613 -1.976807 -0.769251 -0.07 0.12 0.06
H -1.827540 -1.769422 -0.741957 0.07 0.11 -0.01
H -2.787951 1.453832 0.409552 -0.10 -0.12 -0.04
```
Forces are in eV/Å.

Output
Relative energy (zero: lowest compared OMol25 entry of this formula, charge and spin) (kcal per mole): 5.7
E_HOMO (eV): -8.159
SMILES: Cc1c[nH]c(O)n1
Energy (a.u.): -340.7858
Gap between HOMO and LUMO (eV): 8.98
Charge: 0



[6]
C7H15O6Sn as an isolated structure, computed with the ωB97M-V functional and the def2-TZVPD basis.

Structure (XYZ):
```
29
Properties=species:S:1:pos:R:3:forces:R:3
Sn 19.061448 9.397987 -10.125413 -1.07 0.98 0.09
O 16.637695 13.361434 -8.925849 -0.25 0.96 0.09
C 17.558193 12.407455 -8.992112 4.64 0.35 -1.01
O 17.096309 11.276181 -8.865549 -1.24 -3.79 0.06
O 18.770845 12.618995 -9.212083 -0.19 0.72 -0.18
H 16.006791 12.647558 -8.807780 -2.27 0.62 0.30
C 20.091124 5.831289 -9.496596 0.15 -0.86 0.60
O 19.362192 6.509990 -10.457731 -0.60 -0.20 -2.50
C 19.627400 5.989958 -11.793295 1.20 0.96 0.21
C 18.640077 6.422784 -12.838962 0.03 -0.25 0.88
O 18.447462 7.813009 -12.805686 0.25 -0.78 1.04
C 17.448683 8.256134 -13.691482 0.77 1.08 1.30
C 17.634283 9.785621 -13.681076 -1.01 -1.31 -2.34
O 17.443499 10.488650 -12.499710 0.16 0.26 0.46
C 17.565749 11.863239 -12.886739 0.39 1.02 1.03
H 19.721093 6.230814 -8.552372 0.51 -0.25 0.19
H 21.172005 5.870770 -9.631638 0.25 0.77 0.13
H 19.920219 4.757126 -9.567727 -0.53 -0.22 0.28
H 19.715185 4.906105 -11.868526 -0.34 -0.25 0.63
H 20.616820 6.344537 -12.082128 0.27 0.24 0.05
H 17.755396 5.821518 -12.629413 -0.70 0.42 -0.27
H 19.041757 6.135160 -13.810575 0.02 -0.20 -0.21
H 16.452165 7.963296 -13.360871 -0.14 -0.03 0.18
H 17.656677 7.764660 -14.641896 -0.21 0.62 -0.55
H 16.861660 10.099174 -14.383098 -0.07 0.45 -0.39
H 18.594880 10.038370 -14.129934 0.26 -0.13 0.03
H 18.532674 12.049738 -13.354049 0.05 -0.22 -0.32
H 17.573251 12.531520 -12.025671 -0.18 -0.49 0.41
H 16.765005 12.225333 -13.531567 -0.14 -0.50 -0.21
```
Forces are in eV/Å.

Output
E_HOMO (spin up / spin down) (eV): -6.893 / -7.964
Multiplicity: 2
Energy (a.u.): -941.3203
Gap between HOMO and LUMO (spin up / spin down) (eV): 5.93 / 7.11
Charge: 0
⟨S²⟩: 0.753